No. 1
12
Properties=species:S:1:pos:R:3 method="wB97M-V/def2-TZVPD" lumo_energy_ev=0.71 e_above_lowest_ev=3.788 smiles="C=C=O.NOC=O" homo_lumo_gap_ev=9.64
C 2.8855 1.1536 0.5060
C 3.6367 0.1449 0.2372
N -3.2712 -1.0910 -0.3792
C -1.2277 -0.0039 -0.3911
O -2.3106 -0.3041 0.3309
O 4.3068 -0.7756 -0.0102
O -0.3305 0.6445 0.0447
H -4.1455 -0.5700 -0.3301
H -3.3852 -1.9471 0.1618
H 1.8180 1.0855 0.4074
H 3.2952 2.0872 0.8358
H -1.2716 -0.4240 -1.4132

No. 2
32
Properties=species:S:1:pos:R:3 method="wB97M-V/def2-TZVPD" lumo_energy_ev=0.16 e_above_lowest_ev=1.743 homo_lumo_gap_ev=9.49
Sr -0.1590 -0.1651 -0.1594
F -1.5664 -4.6489 1.6457
C -0.5538 -4.3224 0.8703
F 0.5510 -4.9009 1.2787
F -0.8127 -4.6242 -0.3864
S -0.3167 -2.4939 0.9109
O -1.5379 -1.8687 0.3823
O 0.8581 -2.1975 0.1039
N -0.1267 -2.1883 2.4498
S -0.4830 -0.7008 2.9266
O -0.1346 -0.4531 4.2838
O -0.0688 0.3131 1.9275
C -2.3639 -0.5705 2.9198
F -2.9227 -1.7592 2.8715
F -2.7416 0.1625 1.8803
F -2.7269 0.0363 4.0281
I -0.2250 5.5645 -3.4007
C -0.2462 4.1597 -1.9091
C 0.3811 4.2357 -0.6908
N 0.0782 3.0977 -0.0405
N -0.6944 2.2702 -0.7753
C -0.8993 2.9158 -1.9068
H 0.9988 5.0036 -0.2552
H 0.4218 2.7954 0.8566
H -1.4973 2.4701 -2.6831
Cl 2.6117 -0.0526 -4.4640
C 2.8629 -0.4846 -2.7553
Cl 4.3959 0.1989 -2.1989
Cl 2.9291 -2.2615 -2.5902
C 1.6335 0.0384 -1.9145
O 1.8659 0.6680 -0.8508
O 0.4890 -0.2377 -2.3548

No. 3
12
Properties=species:S:1:pos:R:3 method="wB97M-V/def2-TZVPD" lumo_energy_ev=0.83 e_above_lowest_ev=0.976 smiles="C=O.CC" homo_lumo_gap_ev=11.10
C -1.1614 0.5444 -0.4606
C -1.0932 -0.2888 0.8120
H -2.1129 1.0768 -0.5369
H -0.3868 1.3059 -0.5336
H -1.1303 -0.1071 -1.3367
H -2.0366 -0.8032 1.0001
H -0.8105 0.2948 1.6856
H -0.3701 -1.0994 0.7128
O 2.1188 -0.0018 0.8211
C 2.2776 -0.2339 -0.3446
H 1.9664 0.4850 -1.1193
H 2.7389 -1.1726 -0.7000

No. 4
100
Properties=species:S:1:pos:R:3 method="wB97M-V/def2-TZVPD" lumo_energy_ev=-4.18 e_above_lowest_ev=0.000 charge=+1 homo_lumo_gap_ev=5.51
C -5.0852 -3.5663 -4.1719
Si -4.1044 -3.6722 -2.5907
C -5.1698 -4.2137 -1.1553
C -2.6538 -4.8138 -2.8089
O -3.6132 -2.1089 -2.2303
C -2.3653 -1.4281 -2.2995
C -1.4749 -1.8407 -1.1089
C -2.0817 -2.4048 0.0085
C -1.3110 -2.8048 1.0984
C 0.0626 -2.5698 1.0999
C 0.6626 -1.9300 0.0167
C -0.1044 -1.5724 -1.0957
C -1.7888 -1.6384 -3.6994
C -0.6338 -2.3866 -3.9333
C -0.1677 -2.5420 -5.2427
C -0.9103 -2.0544 -6.3144
C -2.1237 -1.4001 -6.0819
C -2.5642 -1.1987 -4.7744
C -2.6969 0.0874 -2.0933
C -3.3977 0.3721 -0.7545
C -2.3496 0.9652 0.1808
C -1.2513 1.5312 -0.7280
N -1.4750 0.9284 -2.0450
C -0.6896 1.1433 -3.0953
C 0.5958 1.7354 -3.0318
C 1.0144 2.7795 -2.2503
C 2.3420 3.3231 -2.3344
C 2.5946 4.6675 -1.9571
C 3.8704 5.2079 -2.0652
C 4.9335 4.4207 -2.5367
C 4.6942 3.1028 -2.9440
C 3.4233 2.5524 -2.8386
H -5.3835 -4.5754 -4.4895
H -5.9924 -2.9661 -4.0239
H -4.5028 -3.1079 -4.9808
H -5.6022 -5.1987 -1.3831
H -4.5944 -4.3021 -0.2240
H -5.9948 -3.5097 -0.9807
H -3.0214 -5.8490 -2.7428
H -2.1800 -4.6796 -3.7895
H -1.8871 -4.6723 -2.0344
H -3.1645 -2.5456 0.0178
H -1.8002 -3.2983 1.9342
H 0.6672 -2.8980 1.9442
H 1.7318 -1.7131 0.0128
H 0.3640 -1.1030 -1.9641
H -0.1095 -2.8672 -3.1097
H 0.7735 -3.0680 -5.4106
H -0.5572 -2.1893 -7.3362
H -2.7417 -1.0514 -6.9075
H -3.5265 -0.7219 -4.5814
H -3.3268 0.4353 -2.9241
H -4.1724 1.1226 -0.9602
H -3.9067 -0.5061 -0.3503
H -2.7564 1.7394 0.8422
H -1.9098 0.1937 0.8305
H -1.3569 2.6287 -0.8048
H -0.2384 1.3145 -0.3499
H -1.0182 0.7394 -4.0552
H 1.2918 1.3323 -3.7745
H 0.3031 3.3376 -1.6328
H 1.7618 5.2686 -1.5929
H 4.0445 6.2446 -1.7874
H 5.9295 4.8501 -2.6456
H 5.5052 2.4930 -3.3507
H 3.2397 1.5142 -3.1242
C 5.4051 2.0382 3.1317
N 4.0822 2.1233 3.7284
C 3.5592 3.4596 3.9242
C 3.2178 1.0604 3.8160
N 1.9310 1.3312 3.8235
C 1.0138 0.4196 4.4733
C -0.2464 1.1191 4.9490
C -1.2304 1.4665 4.0202
C -2.4136 2.0766 4.4498
C -2.6072 2.3483 5.8110
C -1.6100 2.0127 6.7336
C -0.4304 1.3981 6.3046
N 3.7890 -0.1938 3.9117
C 5.0447 -0.4340 4.6112
C 3.0766 -1.3966 3.5237
H 5.5069 1.1558 2.4904
H 5.5655 2.9326 2.5150
H 6.1867 2.0251 3.9040
H 2.5255 3.3633 4.2563
H 4.1614 3.9738 4.6878
H 3.6080 4.0311 2.9914
H 0.6736 -0.3960 3.7955
H 1.4973 -0.0507 5.3501
H -1.0578 1.2589 2.9651
H -3.1841 2.3308 3.7169
H -3.5292 2.8199 6.1497
H -1.7533 2.2225 7.7965
H 0.3529 1.1285 7.0104
H 5.3447 0.4292 5.2095
H 4.9145 -1.2905 5.2855
H 5.8429 -0.6814 3.9000
H 2.4351 -1.1996 2.6569
H 3.8087 -2.1649 3.2558
H 2.4693 -1.7803 4.3580

No. 5
65
Properties=species:S:1:pos:R:3 method="wB97M-V/def2-TZVPD" spin_multiplicity=5 lumo_energy_ev="2.37 / 2.37" s_squared=6.096 charge=-1 homo_lumo_gap_ev="3.08 / 4.97"
N -3.2885 0.0626 -0.7651
N -2.5387 -0.7188 -1.1302
N -1.9034 -1.7464 -1.4585
C -0.5063 -1.5417 -1.8975
C -0.3099 -2.3062 -3.2066
C 0.8156 -2.0512 -3.9986
C 0.9488 -2.6687 -5.2515
C -0.0136 -3.5865 -5.6883
C -1.1397 -3.8388 -4.8924
C -1.2905 -3.1797 -3.6656
C -0.2385 -0.0838 -2.1674
C -1.2000 0.6245 -2.8870
C -1.1040 2.0158 -2.9434
C -0.0278 2.6657 -2.3304
C 1.0267 1.9221 -1.8031
C 0.9709 0.5162 -1.8265
C 0.3876 -2.1323 -0.7679
C 0.0144 -3.6072 -0.5346
C 0.2585 -3.8541 0.9463
C -0.0890 -2.5108 1.5641
N 0.2798 -1.4783 0.5745
H 1.5884 -1.3629 -3.6392
H 1.8193 -2.4257 -5.8747
H 0.1177 -4.0998 -6.6437
H -1.9051 -4.5430 -5.2177
H -2.1854 -3.3527 -3.0613
H -1.9670 0.0916 -3.4716
H -1.8912 2.5746 -3.4431
H 0.0194 3.7520 -2.2845
H 1.9228 2.3909 -1.3849
H 1.8530 -0.1066 -1.6096
H 1.4482 -2.0464 -1.0836
H -1.0626 -3.6925 -0.7228
H 0.5362 -4.2535 -1.2468
H -0.3586 -4.6722 1.3276
H 1.3139 -4.1101 1.1212
H -1.1670 -2.4734 1.7672
H 0.4389 -2.3486 2.4983
H -0.3914 -0.7071 0.5595
C 1.7848 0.7255 1.0259
C 1.0896 -0.0357 2.0852
C 0.5314 0.7546 3.2279
C 1.2623 1.4243 4.3249
C 0.3011 1.9785 5.2456
C -1.0299 1.7145 4.7283
C -0.8936 0.9743 3.4933
Fe 0.0549 2.6832 3.3986
C 0.0865 3.4110 1.5255
C 1.1516 3.9594 2.3466
C 0.5409 4.6046 3.4913
C -0.8913 4.4146 3.4007
C -1.1725 3.6516 2.1965
H 2.4467 1.5688 1.2898
H 2.2453 0.0210 0.3256
H 0.9267 1.2210 0.5354
H 1.5248 -0.9731 2.4184
H 2.3336 1.3730 4.4495
H 0.5007 2.4507 6.2049
H -1.9616 1.9687 5.2299
H -1.6856 0.5471 2.8764
H 0.1897 3.0298 0.5142
H 2.2085 3.9796 2.0909
H 1.0582 5.2088 4.2335
H -1.6330 4.8532 4.0604
H -2.1517 3.3741 1.8202

No. 6
12
Properties=species:S:1:pos:R:3 method="wB97M-V/def2-TZVPD" lumo_energy_ev=0.73 e_above_lowest_ev=4.162 homo_lumo_gap_ev=9.33
C 0.0564 -1.0230 -1.0263
C 0.5446 -0.6493 0.7805
C 0.7817 0.4459 -0.1123
C -0.1355 1.5166 0.2501
N -0.9238 1.1138 1.2063
N -0.5437 -0.1656 1.4635
H 0.8617 -1.6956 -1.3240
H -0.8134 -1.5940 -0.6963
H -0.2495 -0.3944 -1.8669
H 1.6731 0.5796 -0.7174
H -0.2238 2.5168 -0.1602
H -1.0279 -0.6507 2.2031

No. 7
12
Properties=species:S:1:pos:R:3 method="wB97M-V/def2-TZVPD" lumo_energy_ev=0.04 e_above_lowest_ev=3.547 smiles="C=Cn1[nH]nnc1=O" homo_lumo_gap_ev=9.29
C 1.2526 0.0924 1.4530
C 0.7547 0.8015 0.4571
C -0.7084 -1.1706 -0.1726
H 0.9415 -0.8614 1.7566
H 2.2238 0.4443 1.9244
H 1.1003 1.7507 0.2651
H -1.1749 1.6664 -1.5068
N -0.2721 0.1790 -0.2165
N -0.8264 0.6827 -1.4187
N -1.5283 -0.2699 -1.9409
N -1.3905 -1.4043 -1.3342
O -0.3722 -1.9109 0.7334

No. 8
17
Properties=species:S:1:pos:R:3 method="wB97M-V/def2-TZVPD" lumo_energy_ev=-4.02 e_above_lowest_ev=0.737 charge=+1 homo_lumo_gap_ev=11.24
C -0.3788 2.0603 0.5053
C 1.7289 -1.5683 0.2155
C -1.5958 -1.7858 0.3051
O 3.0671 -1.5711 0.2776
O -0.2968 1.5003 -0.7911
O 1.3011 -0.4676 -0.5971
O -1.1811 -0.4871 -0.1173
S -0.1716 0.0519 -1.1840
H -1.3484 2.5159 0.6578
H 0.3481 2.9204 0.4912
H -0.2530 1.0902 1.1243
H 1.4566 -2.4786 -0.3543
H 1.1953 -1.5062 1.1796
H 3.4697 -1.6897 -0.5497
H -2.5729 -2.0657 -0.0199
H -1.4761 -1.9454 1.3879
H -0.8795 -2.4694 -0.0423

No. 9
11
Properties=species:S:1:pos:R:3 method="wB97M-V/def2-TZVPD" lumo_energy_ev=0.88 e_above_lowest_ev=1.103 smiles="N=c1[nH]cc[nH]1" homo_lumo_gap_ev=8.74
C -0.4731 0.6402 -0.5604
C 0.4911 -0.1952 1.3581
C 0.5284 -1.2407 0.4999
H -0.7999 0.9701 -2.3891
H -0.1581 1.8450 1.0938
H 0.6069 -0.2580 2.4482
H 0.8028 -2.2257 0.6546
H 0.1608 -1.1791 -1.6464
N -0.7311 1.4965 -1.5341
N -0.1960 0.8993 0.7562
N -0.2317 -0.7525 -0.6807

No. 10
8
Properties=species:S:1:pos:R:3 method="wB97M-V/def2-TZVPD" lumo_energy_ev=-0.35 e_above_lowest_ev=5.488 smiles=[O-][N+]#CCl.C#C homo_lumo_gap_ev=9.59
C 1.6123 0.5010 0.1942
C 1.6834 -0.6911 0.2840
C -1.4592 -0.3702 0.0438
N -1.6222 0.7767 -0.0538
O -1.5827 1.9334 0.1721
Cl -1.7834 -1.8579 -0.7505
H 1.4784 1.4332 -0.1038
H 1.6734 -1.7250 0.2139

No. 11
45
Properties=species:S:1:pos:R:3 method="wB97M-V/def2-TZVPD" lumo_energy_ev=0.77 homo_lumo_gap_ev=10.43
C 1.6668 -0.2030 1.6978
C 0.9846 -1.5833 1.6743
C -0.3857 -1.6117 0.9479
C -0.4369 -2.6543 -0.1741
Si -1.7683 -1.9304 2.1559
O -2.0457 -0.5974 3.1013
Si -2.9162 0.7190 2.6469
H 1.6485 0.2361 2.6963
H 1.1642 0.5008 1.0298
H 2.7080 -0.2578 1.3865
H 0.8808 -1.9369 2.7053
H 1.6433 -2.3074 1.1856
H -0.5618 -0.6218 0.5078
H -1.3671 -2.5872 -0.7438
H 0.4065 -2.5336 -0.8608
H -0.3759 -3.6704 0.2278
H -1.3716 -3.0192 3.0761
H -3.0136 -2.3017 1.4472
H -4.1743 0.7865 3.4196
H -3.2397 0.6463 1.2040
H -2.1064 1.9299 2.8983
C 4.0060 4.1175 0.4284
C 4.1408 3.7992 1.9109
C 5.3439 2.8988 2.2172
C 5.2491 1.6066 1.5399
N 5.1745 0.5980 0.9985
H 3.8489 3.2092 -0.1550
H 3.1600 4.7808 0.2511
H 4.9034 4.6099 0.0489
H 3.2342 3.3119 2.2744
H 4.2586 4.7199 2.4849
H 5.4244 2.7096 3.2887
H 6.2724 3.3769 1.8977
C -4.4593 -0.6822 -4.9094
C -3.0039 -1.0108 -4.6078
C -2.8486 -2.2520 -3.7215
C -3.4909 -2.0869 -2.4181
N -3.9882 -1.9580 -1.3923
H -5.0097 -0.4602 -3.9941
H -4.5324 0.1859 -5.5638
H -4.9558 -1.5185 -5.4054
H -2.5206 -0.1640 -4.1172
H -2.4589 -1.1934 -5.5355
H -1.7951 -2.4760 -3.5447
H -3.2922 -3.1249 -4.2054

No. 12
94
Properties=species:S:1:pos:R:3 method="wB97M-V/def2-TZVPD" lumo_energy_ev=3.96 e_above_lowest_ev=0.196 charge=-2 homo_lumo_gap_ev=6.05
Y 1.0926 1.0085 1.1548
Cl 7.8285 1.1604 3.0362
C 6.1048 1.3829 3.0481
C 5.4373 1.6125 4.2335
Cl 6.3126 1.6920 5.7340
C 4.0410 1.7762 4.2248
Cl 3.1725 2.0203 5.7103
C 3.3038 1.7177 3.0490
O 2.0021 1.8204 2.9862
C 4.0017 1.5035 1.8043
O 3.2846 1.4466 0.7237
C 5.3837 1.3262 1.8440
Cl 6.1930 0.9961 0.3403
S -1.5996 1.8291 1.8992
C -2.4651 0.6649 2.8849
C -3.3584 1.0997 3.8786
C -4.0930 0.2046 4.6327
C -3.9642 -1.1671 4.4325
C -3.0875 -1.6214 3.4588
C -2.3546 -0.7237 2.6910
As -1.1116 -1.2607 1.3021
C -0.8371 -3.1414 1.7847
C 0.3040 -3.4316 2.5323
C 0.5663 -4.7332 2.9381
C -0.3058 -5.7578 2.5975
C -1.4438 -5.4775 1.8527
C -1.7084 -4.1753 1.4499
C -2.3516 -1.4964 -0.1883
C -3.5541 -0.8029 -0.2492
C -4.3730 -0.9155 -1.3660
C -4.0051 -1.7353 -2.4223
C -2.8043 -2.4333 -2.3659
C -1.9753 -2.3001 -1.2622
H -3.4535 2.1660 4.0439
H -4.7700 0.5774 5.3938
H -4.5333 -1.8686 5.0305
H -2.9707 -2.6868 3.2974
H 0.9963 -2.6353 2.7817
H 1.4604 -4.9428 3.5127
H -0.0992 -6.7753 2.9079
H -2.1273 -6.2754 1.5857
H -2.5969 -3.9585 0.8682
H -3.8395 -0.1517 0.5687
H -5.2898 -0.3406 -1.4174
H -4.6411 -1.8167 -3.2959
H -2.5032 -3.0656 -3.1933
H -1.0251 -2.8233 -1.2357
C -5.2881 2.8506 -2.9550
C -4.4376 2.4380 -3.9701
C -3.1324 2.0568 -3.6798
C -2.6611 2.0675 -2.3699
C -3.5260 2.4897 -1.3547
C -4.8222 2.8836 -1.6451
P -0.9984 1.5180 -1.7968
C -0.1676 1.0333 -3.3605
C 1.0511 1.5887 -3.7466
C 1.7416 1.0885 -4.8444
C 1.2251 0.0296 -5.5769
C 0.0145 -0.5379 -5.1970
C -0.6660 -0.0479 -4.0935
C -0.1961 3.0987 -1.3737
C -0.4254 4.2665 -2.1091
C 0.2500 5.4266 -1.7753
C 1.1590 5.3984 -0.7186
C 1.3759 4.2259 -0.0104
C 0.6969 3.0227 -0.2916
H -6.3052 3.1489 -3.1814
H -4.7876 2.4188 -4.9963
H -2.4764 1.7488 -4.4846
H -3.1672 2.4958 -0.3290
H -5.4760 3.2094 -0.8444
H 1.4671 2.4051 -3.1694
H 2.6928 1.5255 -5.1246
H 1.7668 -0.3598 -6.4309
H -0.3932 -1.3752 -5.7523
H -1.5938 -0.5137 -3.7810
H -1.1316 4.2649 -2.9347
H 0.0762 6.3433 -2.3290
H 1.6988 6.3015 -0.4494
H 2.1018 4.2473 0.7987
Cl 6.7657 -3.7439 -0.6191
C 5.3852 -2.9068 0.0539
C 5.1841 -2.9427 1.4399
C 4.1095 -2.3006 1.9882
Cl 3.8656 -2.3429 3.7041
C 3.1658 -1.5514 1.2083
O 2.1908 -0.9599 1.7577
C 3.4191 -1.5494 -0.1991
C 2.5522 -0.8691 -1.1248
O 1.5551 -0.2048 -0.8638
C 4.5192 -2.2266 -0.7518
H 5.8794 -3.4700 2.0785
H 2.8199 -0.9908 -2.1901
H 4.6799 -2.1906 -1.8226

| no. | DFT total energy (eV) | largest force on an atom (eV/A) |
| --- | --- | --- |
| 1 | -10821.8996 | 1.62 |
| 2 | -108542.2253 | 6.00 |
| 3 | -5287.1744 | 0.55 |
| 4 | -59257.8482 | 2.15 |
| 5 | -70914.6032 | 4.10 |
| 6 | -7221.4286 | 0.44 |
| 7 | -11180.4217 | 4.06 |
| 8 | -22271.5991 | 4.07 |
| 9 | -7661.3526 | 4.92 |
| 10 | -19197.1541 | 3.99 |
| 11 | -33682.3150 | 0.27 |
| 12 | -216654.5987 | 0.41 |